[1]
ORCA calculation (the ωB97M-V functional and the def2-TZVPD basis) on a molecular structure, C34H48BrF8I2O13P in a non-equilibrium geometry.

Calculated values
HOMO-LUMO gap in eV: 8.316
E in eV: -179927.7036
LUMO in eV: 0.02
Total charge: 0

```
107
Properties=species:S:1:pos:R:3:forces:R:3
C 1.472 -3.264 -1.313 0.2 0.0 0.0
C 2.924 -3.276 -1.739 -0.5 0.4 -0.4
I 3.017 -4.323 -3.629 0.2 -1.0 0.5
C 3.459 -1.817 -1.836 0.4 -0.7 0.2
I 3.301 -1.050 -3.823 -0.1 1.1 0.2
P 5.230 -1.849 -1.261 0.7 -0.7 -0.5
Br 4.959 -1.642 0.956 -0.1 0.2 -0.2
C 6.088 -0.340 -1.882 -0.9 0.5 0.4
C 5.464 1.051 -1.705 0.6 0.3 0.1
O 4.716 1.195 -0.508 0.1 -0.1 -0.1
C 3.354 1.366 -0.674 -0.5 0.0 0.4
C 2.925 2.846 -0.800 0.8 0.1 -0.2
F 4.040 3.624 -0.891 -0.2 0.0 0.0
F 2.223 3.285 0.272 -0.1 -0.1 -0.1
C 2.107 3.153 -2.073 0.0 0.6 0.5
F 2.828 2.758 -3.148 -0.1 -0.2 0.0
F 1.969 4.500 -2.163 0.0 -0.3 -0.2
C 0.683 2.530 -2.071 -0.7 0.4 -0.2
F 0.628 1.474 -1.233 0.3 0.0 -0.2
F -0.170 3.462 -1.585 0.2 -0.3 0.0
C 0.178 2.099 -3.491 -0.5 -0.5 0.1
F -0.716 3.015 -3.939 0.4 -0.2 0.1
F -0.466 0.908 -3.371 0.1 0.4 0.0
H 0.853 -2.805 -2.074 0.1 0.2 0.1
H 1.093 -4.270 -1.175 0.0 -0.2 0.0
H 1.359 -2.728 -0.371 0.1 0.1 0.1
H 3.531 -3.856 -1.054 0.2 -0.1 0.0
H 2.835 -1.248 -1.157 -0.1 0.4 -0.2
H 7.093 -0.365 -1.475 0.1 -0.2 0.2
H 6.171 -0.514 -2.953 0.1 -0.2 -0.1
H 4.876 1.327 -2.575 -0.2 -0.1 -0.1
H 6.277 1.773 -1.645 0.1 0.1 0.0
H 2.948 0.828 -1.528 0.2 -0.1 -0.2
H 2.864 0.973 0.214 -0.1 0.0 0.1
H 0.976 1.968 -4.216 0.1 0.1 0.0
O 2.381 -3.366 3.341 -0.1 0.1 -0.1
C 3.124 -3.153 4.251 0.1 -0.3 -0.1
O 3.902 -2.047 4.317 0.0 0.0 0.1
C 4.767 -2.113 5.468 0.1 0.1 0.1
C 4.084 -3.080 6.423 0.0 -0.2 0.0
C 3.385 -4.036 5.458 0.0 0.4 0.3
H 5.747 -2.472 5.145 0.0 0.0 0.0
H 4.880 -1.119 5.890 0.0 0.1 -0.1
H 4.777 -3.564 7.109 0.1 0.0 0.0
H 3.339 -2.548 7.017 0.0 0.0 0.0
H 4.033 -4.858 5.151 -0.1 0.0 0.0
H 2.452 -4.429 5.851 0.0 -0.2 -0.2
O 7.292 -0.431 8.980 0.1 -0.1 -0.1
C 6.141 -0.299 9.257 0.1 0.2 0.1
O 5.151 -0.396 8.329 -0.1 -0.1 0.1
C 3.880 -0.087 8.931 -0.1 0.0 0.1
C 4.071 -0.329 10.423 0.1 0.0 0.1
C 5.544 0.027 10.613 -0.4 -0.3 -0.1
H 3.636 0.953 8.706 0.0 0.0 0.0
H 3.117 -0.729 8.497 0.1 0.0 -0.1
H 3.388 0.249 11.041 0.0 0.0 0.0
H 3.917 -1.385 10.649 0.0 0.0 0.0
H 5.689 1.090 10.807 0.1 0.0 0.0
H 6.024 -0.560 11.390 0.2 0.1 0.0
O -0.887 -3.533 -2.827 -0.4 0.1 -0.3
C -1.875 -4.050 -2.389 0.1 -0.2 -0.1
O -2.458 -3.642 -1.243 -0.1 0.0 0.0
C -3.560 -4.512 -0.909 -0.2 -0.1 0.2
C -3.963 -5.160 -2.219 0.0 -0.1 -0.3
C -2.631 -5.235 -2.965 -0.4 0.2 0.2
H -3.213 -5.241 -0.173 0.1 0.0 0.0
H -4.363 -3.925 -0.475 0.1 0.1 0.0
H -4.454 -6.120 -2.087 0.0 0.0 0.1
H -4.648 -4.504 -2.757 0.0 0.0 0.1
H -2.078 -6.147 -2.732 0.1 0.0 -0.1
H -2.738 -5.133 -4.040 0.2 -0.1 0.0
O -7.041 -4.041 -1.052 0.1 -0.1 -0.1
C -7.087 -2.845 -1.091 -0.2 0.0 0.2
O -5.967 -2.087 -1.155 0.0 0.1 -0.1
C -6.309 -0.688 -1.082 -0.1 0.2 0.0
C -7.765 -0.616 -1.526 0.2 0.0 0.4
C -8.311 -1.955 -1.040 0.2 0.3 -0.3
H -6.163 -0.352 -0.053 0.0 -0.1 0.0
H -5.638 -0.128 -1.729 0.1 -0.1 0.0
H -8.290 0.250 -1.129 0.0 0.0 0.0
H -7.819 -0.574 -2.603 0.0 0.0 -0.2
H -8.662 -1.910 -0.007 0.0 -0.1 0.0
H -9.097 -2.341 -1.682 -0.1 -0.1 0.1
O -9.669 -0.442 -3.739 -0.3 0.0 -0.1
C -9.957 -0.192 -4.874 0.2 -0.2 0.0
O -11.230 -0.207 -5.322 -0.1 0.1 0.0
C -11.262 0.026 -6.742 0.0 0.1 -0.2
C -9.954 0.739 -7.058 0.1 0.0 0.0
C -9.013 0.142 -6.013 -0.3 0.3 -0.2
H -11.342 -0.939 -7.247 0.0 0.0 0.0
H -12.139 0.621 -6.981 -0.1 0.0 0.1
H -9.627 0.600 -8.086 0.0 -0.1 0.0
H -10.065 1.810 -6.883 0.0 0.0 0.0
H -8.547 -0.782 -6.358 0.1 0.0 0.1
H -8.249 0.841 -5.685 0.1 -0.2 0.1
O 3.627 10.531 -2.021 0.1 0.1 -0.1
C 3.539 9.483 -1.455 -0.3 0.1 0.0
O 4.112 8.348 -1.921 0.0 -0.1 0.1
C 3.749 7.229 -1.090 0.0 -0.1 0.1
C 3.358 7.837 0.250 -0.1 0.1 0.0
C 2.779 9.185 -0.175 0.3 -0.3 0.2
H 2.919 6.702 -1.563 0.0 0.0 0.0
H 4.596 6.553 -1.016 0.1 0.0 -0.1
H 2.671 7.213 0.818 0.0 0.0 -0.1
H 4.249 7.996 0.858 0.0 0.0 0.0
H 1.716 9.120 -0.412 0.0 0.1 0.0
H 2.947 9.968 0.559 -0.1 0.1 -0.1
```
Positions in Å, forces in eV/Å.

Löwdin atomic charge list, values in e, 5 entries:
1. C -0.201
2. C -0.887
3. I 0.753
4. C -1.013
5. I 0.863



[2]
ORCA calculation (the ωB97M-V functional and the def2-TZVPD basis) on a molecular structure, C34H48Cl2NO4PPdS2.

Calculated values
HOMO-LUMO gap in eV: 7.129
E in eV: -105201.6310
Energy above the lowest of the compared OMol25 structures with the same formula, charge and spin in kJ/mol: 252.6
LUMO in eV: 0.26
Total charge: 0

```
93
Properties=species:S:1:pos:R:3:forces:R:3
Pd 0.454 1.402 0.204 -0.6 0.3 -0.4
Cl 2.398 2.354 1.280 0.9 0.2 0.0
C 4.113 1.892 1.339 -0.6 -0.3 0.5
C 4.840 2.488 2.357 -0.1 0.1 -0.1
C 6.154 2.124 2.578 0.1 0.0 -0.1
C 6.750 1.165 1.775 0.0 0.0 0.1
C 6.006 0.560 0.782 0.0 0.0 -0.1
Cl 6.797 -0.615 -0.221 0.0 0.0 0.0
C 4.662 0.882 0.548 0.1 0.1 -0.1
S 3.819 0.051 -0.754 -0.2 0.1 0.0
H 4.365 3.250 2.960 0.0 0.0 0.0
H 6.719 2.595 3.371 0.0 0.0 0.0
H 7.782 0.877 1.913 0.0 0.0 0.0
C 6.373 -6.662 1.328 0.0 0.0 0.0
C 5.075 -6.036 0.902 0.0 0.0 0.0
C 5.056 -4.876 0.138 0.0 0.0 0.0
C 3.857 -4.301 -0.261 0.0 0.0 0.0
C 2.664 -4.900 0.104 0.1 0.0 -0.1
C 2.659 -6.066 0.862 -0.1 0.0 0.0
C 3.859 -6.622 1.258 0.0 0.0 0.0
S 1.140 -4.182 -0.425 0.1 0.0 0.1
O 1.466 -2.919 -1.026 -0.1 -0.1 -0.1
O 0.383 -5.180 -1.118 0.0 0.0 0.0
N 0.269 -3.851 0.921 0.0 0.0 0.1
C 0.760 -2.951 1.970 -0.1 0.0 0.1
C 0.998 -1.534 1.469 0.0 0.0 0.2
C 2.386 -1.319 0.936 -0.1 0.1 -0.2
O 3.384 -1.860 1.307 0.0 0.0 0.1
O 2.372 -0.318 -0.005 0.1 -0.2 0.0
H 7.216 -6.006 1.115 0.0 0.0 0.0
H 6.539 -7.604 0.801 0.0 0.0 0.0
H 6.373 -6.882 2.396 0.0 0.0 0.0
H 5.989 -4.402 -0.139 0.0 0.0 0.0
H 3.843 -3.386 -0.835 0.0 0.0 0.0
H 1.725 -6.546 1.129 0.0 0.0 0.0
H 3.859 -7.528 1.853 0.0 0.0 0.0
H -0.175 -4.691 1.268 -0.1 0.0 0.0
H 1.654 -3.337 2.468 0.0 0.0 -0.1
H -0.045 -2.915 2.705 0.1 0.0 0.0
H 0.905 -0.836 2.309 0.0 0.0 0.0
H 0.255 -1.232 0.731 0.0 0.0 0.0
C -3.386 5.827 -1.193 0.0 0.0 0.0
C -2.785 5.581 0.186 0.0 0.0 0.0
C -2.682 4.073 0.476 0.0 0.0 0.0
C -2.492 3.245 -0.810 0.1 0.1 0.0
C -1.654 4.065 -1.795 0.0 0.0 0.0
C -2.450 5.285 -2.283 0.0 0.0 0.0
P -1.694 1.630 -0.434 0.3 -0.6 0.2
C -2.791 0.803 0.826 -0.1 0.1 0.0
C -2.474 1.215 2.268 0.0 0.0 0.0
C -3.007 0.164 3.256 0.0 0.0 0.0
C -4.274 -0.525 2.730 0.0 0.0 0.0
C -5.086 0.452 1.888 0.0 0.0 0.0
C -4.317 0.829 0.608 0.0 0.0 0.0
C -1.997 0.543 -1.921 -0.2 0.1 0.0
C -0.801 0.554 -2.886 0.1 0.0 0.0
C -1.149 -0.216 -4.154 0.0 0.0 0.0
C -2.228 0.523 -4.960 0.0 0.0 0.0
C -3.137 1.365 -4.052 0.0 0.0 0.0
C -3.334 0.703 -2.691 0.0 0.0 0.0
H -3.579 6.890 -1.352 0.0 0.0 0.0
H -4.358 5.328 -1.249 0.0 0.0 0.0
H -3.377 6.067 0.964 0.0 0.0 0.0
H -1.792 6.038 0.227 0.0 0.0 0.0
H -3.578 3.736 1.001 0.0 0.0 0.0
H -1.837 3.889 1.148 0.0 0.0 0.0
H -3.467 3.048 -1.265 0.0 0.0 0.0
H -1.331 3.467 -2.647 0.0 0.0 0.0
H -0.739 4.374 -1.283 0.0 0.0 0.0
H -3.032 5.013 -3.168 0.0 0.0 0.0
H -1.754 6.066 -2.598 0.0 0.0 0.0
H -2.451 -0.236 0.723 0.0 0.0 0.0
H -2.933 2.184 2.476 0.0 0.0 0.0
H -1.396 1.351 2.387 0.0 0.0 0.0
H -3.226 0.648 4.211 0.0 0.0 0.0
H -2.234 -0.584 3.457 0.0 0.0 0.0
H -4.865 -0.918 3.559 0.0 0.0 0.0
H -4.006 -1.385 2.109 0.0 0.0 0.0
H -5.290 1.349 2.481 0.0 0.0 0.0
H -6.057 0.029 1.625 0.0 0.0 0.0
H -4.637 1.820 0.274 0.0 0.0 0.0
H -4.581 0.132 -0.188 0.0 0.0 0.0
H -1.988 -0.451 -1.458 0.0 0.0 0.0
H 0.063 0.118 -2.379 0.0 0.0 0.0
H -0.509 1.575 -3.149 0.0 0.0 0.0
H -1.501 -1.213 -3.871 0.0 0.0 0.0
H -0.258 -0.369 -4.766 0.0 0.0 0.0
H -2.833 -0.197 -5.517 0.0 0.0 0.0
H -1.758 1.169 -5.705 0.0 0.0 0.0
H -4.106 1.520 -4.532 0.0 0.0 0.0
H -2.708 2.361 -3.910 0.0 0.0 0.0
H -3.783 -0.284 -2.844 0.0 0.0 0.0
H -4.062 1.269 -2.114 0.0 0.0 0.1
```
Positions in Å, forces in eV/Å.

Löwdin atomic charge list, values in e, 5 entries:
1. Pd 0.081
2. Cl 0.697
3. C -0.563
4. C -0.112
5. C -0.067